# C14H11N4O2S2W

A molecular structure, C14H11N4O2S2W at a distorted geometry (ωB97M-V/def2-TZVPD, the Open Molecules 2025 dataset).

XYZ file:
```
34
Properties=species:S:1:pos:R:3:mulliken_charge:R:1
W 0.817 -0.584 0.274 1.4527
N 4.011 1.128 2.635 -0.3579
C 2.995 0.397 2.181 0.6782
S 3.104 -0.228 0.480 -0.3285
N 1.971 0.100 2.939 -1.1495
N 1.007 -0.512 2.207 0.5665
C 0.821 -1.850 2.308 -0.4408
C -0.348 -2.522 1.752 0.7231
C -0.936 -3.692 2.221 -0.8669
C -2.062 -4.149 1.574 -0.1398
C -2.559 -3.466 0.454 -0.7510
C -1.884 -2.374 -0.022 -0.0490
N -0.775 -1.931 0.606 -0.0972
H 4.835 1.260 2.077 0.2148
H 3.981 1.506 3.567 0.2615
H 1.566 -2.427 2.846 0.3656
H -0.535 -4.189 3.094 0.4357
H -2.574 -5.030 1.936 0.4340
H -3.448 -3.810 -0.053 0.4032
H -2.182 -1.842 -0.915 0.4732
O 0.146 -0.262 -3.787 -0.5765
C 0.212 0.246 -2.704 0.5258
O 0.747 -0.364 -1.647 -0.7307
C -0.280 1.635 -2.419 0.2784
C -0.619 2.399 -3.531 -0.6636
C -1.069 3.700 -3.397 -0.5641
C -1.192 4.260 -2.133 -0.5686
C -0.865 3.515 -1.013 -0.8869
C -0.410 2.206 -1.150 0.9439
S -0.138 1.441 0.439 -0.3031
H -0.513 1.939 -4.504 0.4781
H -1.322 4.276 -4.276 0.4107
H -1.541 5.277 -2.014 0.3951
H -0.963 3.947 -0.025 0.4339
```

- total charge = +1
- gap between HOMO and LUMO (spin up / spin down) (hartree) = 0.2414 / 0.2414
- spin multiplicity = 1
- highest occupied orbital energy (spin up / spin down) (eV) = -11.31 / -11.31
- ΔE to the lowest compared entry with this formula, charge and spin (kJ/mol) = 102.53

=====

# C11H28F3O2PTa

A molecular structure, C11H28F3O2PTa at a distorted geometry (ωB97M-V/def2-TZVPD, the Open Molecules 2025 dataset).

XYZ file:
```
46
Properties=species:S:1:pos:R:3:mulliken_charge:R:1
C 1.535 -1.227 1.782 -0.6099
P 0.018 -2.246 1.595 0.0803
O 0.420 -2.941 0.094 -0.5095
Ta -2.088 -0.771 1.230 0.5481
C -3.881 0.527 0.676 -1.2140
C -5.057 0.498 1.646 -0.3805
O -5.556 -0.821 1.892 -0.3396
C -6.180 -1.400 0.788 -0.6463
C -7.423 -2.144 1.247 0.8923
F -8.415 -1.310 1.661 -0.2803
F -7.184 -2.992 2.259 -0.2576
F -7.938 -2.871 0.221 -0.2868
H 2.398 -1.849 1.509 0.2802
H 1.532 -0.330 1.157 -0.1299
H 1.646 -0.925 2.828 0.4207
H -0.271 -3.589 -0.098 0.2913
H -2.710 -1.289 2.908 -0.1403
H -1.204 0.688 1.986 -0.2519
H -1.273 -0.310 -0.377 -0.2035
H -2.839 -2.267 0.409 -0.3095
H -3.515 1.567 0.620 0.4433
H -4.204 0.267 -0.345 0.3337
H -4.764 0.892 2.626 0.2756
H -5.896 1.112 1.272 0.3892
H -6.508 -0.650 0.054 0.3738
H -5.531 -2.132 0.279 0.2504
C 6.612 1.192 -1.011 -1.1969
C 5.617 0.827 -2.107 -0.3679
C 4.634 1.949 -2.437 -0.7471
C 3.743 2.381 -1.270 -0.9168
C 2.913 1.259 -0.648 -0.2689
C 1.934 0.606 -1.618 -0.8773
H 6.108 1.400 -0.066 0.2822
H 7.317 0.378 -0.833 0.3744
H 7.187 2.080 -1.287 0.2936
H 5.068 -0.072 -1.816 0.2670
H 6.166 0.566 -3.017 0.3622
H 4.007 1.633 -3.275 0.3174
H 5.196 2.820 -2.791 0.3991
H 3.067 3.166 -1.625 0.3966
H 4.359 2.845 -0.493 0.3519
H 2.354 1.669 0.196 0.3882
H 3.573 0.495 -0.226 0.2197
H 1.242 1.347 -2.024 0.2515
H 1.341 -0.158 -1.117 0.1990
H 2.452 0.130 -2.454 0.2525
```

- total charge = -1
- gap between HOMO and LUMO (hartree) = 0.2323
- spin multiplicity = 1
- highest occupied orbital energy (eV) = -3.53

=====

# C4H9NOS

C4H9NOS in the gas phase at a distorted geometry (ωB97M-V/def2-TZVPD, the Open Molecules 2025 dataset).

XYZ file:
```
16
Properties=species:S:1:pos:R:3:mulliken_charge:R:1
C -0.442 -1.425 0.658 -1.5062
C 0.059 0.083 0.559 0.3690
C -1.070 1.116 0.472 -0.8382
S -2.649 0.525 -0.165 -0.2180
N 0.827 0.198 -0.705 -0.2592
C 2.270 0.171 -0.797 -0.0340
O 2.976 0.600 0.108 -0.5236
H 0.409 -2.004 0.447 0.4788
H -1.163 -1.839 -0.107 0.3537
H -0.772 -1.626 1.671 0.3869
H 0.827 0.040 1.361 0.4036
H -1.277 1.749 1.369 0.3446
H -0.552 1.972 -0.198 0.3102
H -2.560 0.663 -1.439 0.1133
H 0.345 -0.312 -1.474 0.2408
H 2.770 0.086 -1.761 0.3784
```

- gap between HOMO and LUMO (hartree) = 0.3687
- spin multiplicity = 1
- highest occupied orbital energy (eV) = -9.40
- SMILES = C[C@H](CS)NC=O
- ΔE to the lowest compared entry with this formula, charge and spin (kJ/mol) = 186.41

=====

# C4H16O4

5 unconnected molecules or ions with the total composition C4H16O4 at a distorted geometry (ωB97M-V/def2-TZVPD, the Open Molecules 2025 dataset).

XYZ file:
```
24
Properties=species:S:1:pos:R:3:mulliken_charge:R:1
C 1.547 -1.078 1.464 -1.0229
C 0.407 -0.023 1.188 0.0107
C 0.531 0.609 -0.104 0.0656
C 1.057 1.814 -0.227 -0.9069
H 2.470 -0.797 0.974 0.2879
H 1.859 -1.017 2.543 0.2907
H 1.221 -1.999 1.181 0.3821
H 0.292 0.697 1.988 0.5629
H -0.551 -0.683 1.189 -0.0519
H 0.323 0.029 -0.922 0.6469
H 1.269 2.153 -1.234 0.3864
H 1.516 2.375 0.630 0.3673
H -2.788 -0.748 0.607 0.3189
H -3.951 -0.399 -0.380 0.3462
O -3.645 -0.889 0.436 -0.6235
H 3.309 -0.300 -1.394 0.3121
H 3.641 1.046 -0.441 0.2934
O 3.818 0.346 -1.010 -0.5827
H -1.565 -0.837 -0.954 0.2871
H -1.782 -2.321 -0.712 0.2842
O -1.241 -1.612 -0.428 -0.6011
H -2.880 1.595 -2.146 0.3352
H -2.221 1.193 -0.765 0.3004
O -2.635 0.846 -1.482 -0.6892
```

- total charge = +1
- gap between HOMO and LUMO (spin up / spin down) (hartree) = 0.3421 / 0.1748
- spin multiplicity = 2
- highest occupied orbital energy (spin up / spin down) (eV) = -14.07 / -14.07
- ΔE to the lowest compared entry with this formula, charge and spin (kJ/mol) = 263.00

=====

# C11H17K3N2O5S

A molecular structure, C11H17K3N2O5S at a distorted geometry (ωB97M-V/def2-TZVPD, the Open Molecules 2025 dataset).

XYZ file:
```
39
Properties=species:S:1:pos:R:3:mulliken_charge:R:1
K 0.438 -3.222 0.779 1.0054
K -1.678 -2.848 -2.403 0.9960
K 2.391 -2.223 -3.559 1.0028
C 0.622 -0.268 -1.177 -0.3290
O 0.668 -1.642 -1.454 -1.0720
H 0.518 -0.066 -0.097 -0.0338
H 1.528 0.252 -1.515 0.1829
H -0.269 0.207 -1.618 0.1263
C 2.179 3.427 -3.101 -0.3324
C 0.657 3.122 -3.109 -0.2945
O 0.509 1.917 -3.894 -0.2540
S 1.787 1.796 -4.827 1.0916
O 1.673 2.683 -5.907 -0.5139
O 2.078 0.430 -5.035 -0.5433
O 2.801 2.331 -3.770 -0.3153
H 2.559 3.521 -2.087 0.3170
H 2.382 4.371 -3.605 0.3195
H 0.084 3.939 -3.548 0.3049
H 0.225 2.936 -2.128 0.2582
N 2.513 -2.001 2.696 0.0558
C 2.038 -2.807 3.702 -0.5161
C 0.787 -2.359 4.041 -0.2774
C 0.505 -1.192 3.279 -0.0225
C 1.589 -1.008 2.464 -1.3808
H 3.414 -1.978 2.249 0.2074
H 2.504 -3.735 3.991 0.3972
H 0.228 -2.890 4.797 0.4228
H -0.362 -0.563 3.384 0.7077
H 1.792 -0.212 1.767 0.4333
N -3.591 0.321 0.947 -0.0019
C -4.601 0.436 1.867 -0.4869
C -4.256 -0.301 2.965 -0.6949
C -3.003 -0.914 2.689 -0.2423
C -2.612 -0.506 1.441 -0.2777
H -3.591 0.734 0.031 0.1886
H -5.506 0.965 1.622 0.4118
H -4.799 -0.389 3.890 0.4027
H -2.526 -1.649 3.317 0.4733
H -1.677 -0.615 0.912 0.2835
```

- total charge = +2
- gap between HOMO and LUMO (hartree) = 0.2321
- spin multiplicity = 1
- highest occupied orbital energy (eV) = -12.97
- ΔE to the lowest compared entry with this formula, charge and spin (kJ/mol) = 0.00